19
Properties=species:S:1:pos:R:3 method="wB97M-V/def2-TZVPD" fmax_ev_per_a=0.3 total_energy_ev=-8916.676 total_charge=-1 e_lumo_ha=0.1521
C 2.038 0.824 0.329
O 3.147 -0.023 0.458
C 0.801 -0.084 0.117
C -0.401 0.762 -0.311
C -1.660 -0.053 -0.562
C -2.174 -0.764 0.683
N 1.152 -1.190 -0.733
H 2.150 1.479 -0.554
H 1.931 1.458 1.215
H 0.589 -0.505 1.109
H -0.129 1.283 -1.233
H -0.586 1.531 0.454
H -1.420 -0.807 -1.307
H -2.441 0.599 -0.961
H -3.084 -1.333 0.457
H -2.392 -0.062 1.500
H -1.414 -1.457 1.043
H 2.737 -0.833 -0.015
H 1.156 -0.826 -1.690

19
Properties=species:S:1:pos:R:3 method="wB97M-V/def2-TZVPD" fmax_ev_per_a=4.0 total_energy_ev=-8912.179 total_charge=-1 e_lumo_ha=0.1056
C 3.136 0.393 0.281
N 3.105 -0.143 -0.909
C 0.117 -0.752 -0.950
C -0.359 -0.691 0.497
C -1.254 0.571 0.745
C -2.564 0.545 -0.135
O -3.041 -0.691 -0.330
H 2.660 1.352 0.595
H 2.261 -0.625 -0.248
H 4.086 0.242 0.837
H -1.712 0.378 1.720
H -0.718 -0.975 -1.624
H 0.455 0.248 -1.258
H 0.910 -1.459 -1.212
H -1.075 -1.504 0.654
H 0.405 -0.753 1.285
H -0.761 1.552 0.716
H -3.244 1.243 0.459
H -2.409 1.068 -1.123

19
Properties=species:S:1:pos:R:3 method="wB97M-V/def2-TZVPD" smiles=CCN(C)CC[O-] fmax_ev_per_a=1.3 total_energy_ev=-8915.926 total_charge=-1 e_lumo_ha=0.1431
C 2.478 0.571 -0.284
C 1.290 0.206 0.615
N 0.135 -0.250 -0.143
C -0.353 -1.551 0.296
C -0.938 0.785 -0.188
C -2.336 0.266 -0.594
O -2.945 -0.539 0.272
H 2.511 1.652 -0.444
H 3.446 0.315 0.173
H 2.372 0.011 -1.188
H 0.998 1.057 1.247
H 1.517 -0.542 1.386
H -0.928 -2.082 -0.462
H 0.499 -2.167 0.535
H -0.959 -1.509 1.206
H -0.638 1.587 -0.865
H -1.057 1.158 0.847
H -2.913 1.208 -0.784
H -2.177 -0.175 -1.625